No. 1
Below is one molecule with the formula C6H9N, with properties calculated with ωB97M-V/def2-TZVPD.

```
16
Properties=species:S:1:pos:R:3:mulliken_charge:R:1
C 2.607 0.940 1.797 -1.289
C 1.706 0.179 0.931 0.751
C 0.959 -0.437 0.213 -0.126
C 0.022 -1.132 -0.679 -0.974
C -1.409 -0.664 -0.484 0.099
C -1.828 0.671 -0.951 -0.443
N -2.200 -0.528 -1.704 -0.628
H 2.752 1.958 1.417 0.290
H 3.589 0.463 1.862 0.294
H 2.197 1.014 2.809 0.289
H 0.086 -2.216 -0.522 0.303
H 0.298 -0.949 -1.726 0.320
H -1.903 -1.054 0.407 0.377
H -1.100 1.314 -1.437 0.213
H -2.601 1.199 -0.396 0.283
H -3.175 -0.757 -1.536 0.241
```

Computed properties:
* SMILES: CC#CC[C@H]1CN1
* orbital gap: 10.41 eV
* HOMO level: -9.3674 eV
* LUMO energy: 1.04 eV
* largest force on an atom: 0.00987 hartree/bohr
* charge: 0

No. 2
Below is one molecule with the formula C5H5ClO2 at a distorted geometry, with properties calculated with ωB97M-V/def2-TZVPD.

```
13
Properties=species:S:1:pos:R:3:mulliken_charge:R:1
C -0.685 -0.818 0.837 0.461
C -1.457 -0.629 2.100 -0.123
C -0.233 0.189 0.043 -0.639
C 0.424 0.101 -1.299 0.144
C 1.602 0.979 -1.339 -0.442
H -1.507 0.370 2.476 0.325
H -0.553 1.031 0.542 0.403
H 0.430 -0.818 -1.819 0.486
H 2.556 0.555 -1.731 0.282
H 1.529 1.857 -0.442 0.215
O -2.145 -1.643 2.578 -0.493
O 0.397 1.317 -2.178 -0.406
Cl -0.359 -2.491 0.230 -0.212
```

Computed properties:
* SMILES: O=C/C(Cl)=C/[C@@H]1CO1
* orbital gap: 9.26 eV
* HOMO level: -9.9658 eV
* LUMO energy: -0.70 eV
* largest force on an atom: 0.14034 hartree/bohr
* charge: 0

No. 3
Below is C27H25Cl2FeN6O6 as an isolated structure at a distorted geometry, with properties calculated with ωB97M-V/def2-TZVPD.

```
67
Properties=species:S:1:pos:R:3:mulliken_spin:R:1
Fe 0.073 0.855 -0.775 3.776
C 5.493 -3.517 -1.926 -0.001
C 4.215 -2.896 -1.491 0.011
C 3.258 -3.470 -0.708 -0.004
C 1.994 -2.998 -0.462 0.008
C 1.571 -1.826 -1.110 0.007
N 0.334 -1.295 -0.936 0.111
C -0.560 -1.913 -0.107 -0.062
C -1.445 -2.775 -0.709 -0.003
C -2.295 -3.535 0.036 -0.003
C -2.350 -3.310 1.442 0.008
C -3.328 -4.101 2.157 0.000
C -1.562 -2.374 2.108 0.002
C -0.677 -1.632 1.319 0.020
N 0.216 -0.702 1.929 -0.007
C 0.785 -0.688 3.165 0.003
C 1.617 0.392 3.235 0.000
C 1.666 0.886 1.914 0.007
N 0.746 0.272 1.184 0.012
C 2.525 -1.330 -2.074 -0.017
C 3.807 -1.711 -2.109 -0.005
N 2.162 -0.206 -2.865 -0.009
C 2.533 -0.078 -4.126 -0.002
C 2.262 1.174 -4.496 0.003
C 1.694 1.811 -3.347 0.004
N 1.699 0.952 -2.306 0.033
H 5.394 -4.599 -1.767 0.000
H 6.392 -3.123 -1.404 0.001
H 5.655 -3.405 -3.069 0.000
H 3.500 -4.475 -0.398 -0.001
H 1.261 -3.433 0.265 0.002
H -1.411 -3.040 -1.748 -0.001
H -2.929 -4.257 -0.286 0.000
H -4.368 -3.823 1.900 0.001
H -3.266 -3.850 3.282 0.000
H -3.240 -5.195 1.988 0.001
H -1.651 -2.258 3.204 0.000
H 0.436 -1.360 3.877 -0.001
H 2.061 0.792 4.085 0.000
H 2.092 1.795 1.503 0.001
H 4.401 -0.990 -2.658 -0.001
H 2.909 -0.935 -4.601 -0.001
H 2.496 1.720 -5.380 0.000
H 1.405 2.887 -3.114 0.000
Cl -3.786 6.609 0.678 0.000
C -2.588 5.338 0.345 0.009
C -1.667 5.091 1.328 -0.004
C -0.694 4.186 1.092 0.009
C -0.637 3.510 -0.125 -0.010
O 0.355 2.729 -0.336 0.067
C -1.652 3.722 -1.086 0.013
C -1.815 2.824 -2.238 -0.008
O -1.243 1.740 -2.227 0.030
C -2.674 4.675 -0.854 -0.006
H -1.641 5.702 2.239 0.000
H 0.113 3.879 1.827 0.000
H -2.420 3.050 -3.112 0.000
H -3.494 4.792 -1.569 0.000
O -3.423 0.057 1.901 0.003
Cl -3.179 0.904 0.782 0.005
O -3.918 2.140 0.892 0.003
O -3.623 0.276 -0.394 0.000
O -1.713 1.108 0.733 -0.005
N -1.738 2.116 4.003 0.000
H -2.191 1.788 3.134 0.000
H -2.526 2.284 4.631 0.000
H -1.415 3.041 3.733 0.000
```

Computed properties:
* <S²>: 6.01
* orbital gap (alpha / beta): 7.04 / 7.18 eV
* HOMO level (alpha / beta): -4.3258 / -4.4715 eV
* multiplicity: 5
* LUMO energy (alpha / beta): 2.71 / 2.71 eV
* largest force on an atom: 0.09166 hartree/bohr
* charge: -1

No. 4
Below is one molecule with the formula C3H3NO at a distorted geometry, with properties calculated with ωB97M-V/def2-TZVPD.

```
8
Properties=species:S:1:pos:R:3:mulliken_charge:R:1
C -0.234 0.157 -0.068 0.323
C -1.634 -0.160 0.038 0.600
C 1.209 -0.034 -0.058 -0.773
N -1.171 1.131 0.330 -0.438
O -2.626 -0.823 -0.102 -0.523
H 1.569 0.913 -0.632 0.256
H 1.506 -0.889 -0.522 0.305
H 1.382 -0.295 1.014 0.251
```

Computed properties:
* SMILES: Cc1nc1=O
* orbital gap: 9.62 eV
* HOMO level: -9.5637 eV
* LUMO energy: 0.05 eV
* largest force on an atom: 0.09952 hartree/bohr
* charge: 0

no.,E (eV)
1,-7855.339
2,-21879.431
3,-109056.755
4,-6694.354